Here is a structure of composition C24H30F3N12OS2Zr from the OMol25 dataset. Energies are from ωB97M-V with the def2-TZVPD basis set.

Atoms and positions in Å:
Zr 0.42737 0.02329 0.23916
C 0.24226 -4.55719 1.33230
C 0.24179 -3.07015 1.28973
N 0.71719 -2.35178 0.33468
N 1.41238 -3.01520 -0.67263
C 2.44574 -2.34312 -1.19754
N 3.13167 -2.93198 -2.16410
S 2.86096 -0.77933 -0.62935
C -0.20262 -2.28282 2.46129
C -0.77655 -2.87618 3.56535
C -1.00444 -2.11266 4.70788
C -0.61491 -0.79044 4.70441
C -0.06757 -0.26015 3.54340
N 0.11924 -0.96640 2.42916
H 0.38459 -5.00976 0.35686
H -0.70108 -4.92356 1.73419
H 1.03793 -4.89729 2.00137
H 0.89918 -3.74161 -1.21807
H 2.99335 -3.90620 -2.39406
H 3.93264 -2.46305 -2.55747
H -1.03570 -3.92397 3.55664
H -1.45520 -2.56008 5.58345
H -0.72958 -0.16363 5.57735
H 0.23098 0.77718 3.51278
C 1.35748 5.50460 -1.12744
N 0.77741 4.18660 -1.41701
C -0.21481 4.07426 -2.48988
C 1.12136 3.09361 -0.73931
N 0.58365 1.91109 -0.92991
N 2.13516 3.25902 0.19215
C 2.57587 2.36494 1.14174
N 3.67894 2.74733 1.79486
N 1.93484 1.25893 1.39665
H 0.78541 6.25658 -1.65943
H 2.39267 5.57329 -1.47042
H 1.28774 5.73892 -0.06492
H -0.28243 5.02675 -3.00345
H -1.20140 3.82897 -2.09118
H 0.08899 3.32444 -3.22213
H -0.17163 1.96003 -1.60573
H 2.64657 4.12483 0.13087
H 4.19153 3.58115 1.55896
H 4.07710 2.16602 2.51408
H 2.42248 0.71353 2.10163
F -5.00889 0.76635 0.23931
C -4.68995 0.76071 1.53861
F -5.66670 1.35826 2.21390
F -4.62496 -0.51868 1.94000
C -3.36331 1.45063 1.77189
C -3.26823 2.57193 2.57210
C -2.02714 3.17576 2.77500
C -0.92151 2.60877 2.18691
N -1.00681 1.51576 1.41478
C -2.19950 0.95744 1.17768
S -2.08267 -0.37220 0.04801
H -4.15863 2.97635 3.03538
H -1.93096 4.05974 3.38826
H 0.07123 3.01565 2.33892
N -1.42824 -4.72806 -4.17125
C -0.73585 -4.07720 -3.24670
O -0.25429 -4.61500 -2.24084
C -0.45128 -2.61325 -3.42060
C 0.13180 -2.04414 -4.54012
C 0.67591 -0.77058 -4.41765
C 0.67545 -0.15639 -3.18202
N 0.06227 -0.67839 -2.10207
C -0.53501 -1.85867 -2.26071
H -1.57690 -5.72194 -4.06888
H -1.88578 -4.25278 -4.93167
H 0.21461 -2.59051 -5.47185
H 1.15664 -0.28798 -5.25668
H 1.20619 0.77259 -3.02948
H -1.05401 -2.27294 -1.40712

The energy above the lowest of the compared OMol25 structures with the same formula, charge and spin is 0.0 kcal per mole. Its charge is +3. The total energy comes out at -76391.80970 eV. For the largest force on an atom, the calculation gives 0.07 eV Å⁻¹. Its orbital gap is 7.2 eV.